# C65H146BN7O6

A molecular structure, C65H146BN7O6 at a distorted geometry (wB97M-V/def2-TZVPD, OMol25).

Properties
E_tot ... -93123.44664 eV
Multiplicity ... 1
E_LUMO ... -0.2838 hartree
Charge ... +4
Molecular weight ... 1132.74 g/mol
Kohn-Sham gap ... 0.192 Eh
Strongest force on any atom ... 8.31 eV/Å

Last column: Löwdin charge in e.
Positions of all 225 atoms, in Å:
B 0.29 -0.13 0.53  -0.444
H 0.65 -0.46 1.50  -0.063
H -0.77 -0.28 0.41  -0.065
H 0.59 0.90 0.43  -0.062
H 0.76 -0.70 -0.25  -0.066
C 4.89 -0.49 8.22  -0.061
C 4.46 -0.62 6.73  -0.203
C 3.20 0.27 6.46  -0.124
N 2.59 0.38 5.02  -0.181
C 1.19 1.10 5.11  -0.069
C 0.83 1.87 3.83  -0.172
C 2.00 2.76 3.35  -0.153
C 3.11 1.85 3.07  -0.207
C 3.65 1.13 4.24  -0.133
C 2.51 -1.06 4.35  0.065
H 4.11 -0.80 8.91  0.081
H 5.16 0.56 8.34  0.081
H 5.76 -1.08 8.50  0.087
H 4.13 -1.62 6.47  0.097
H 5.19 -0.46 5.93  0.110
H 3.32 1.27 6.88  0.128
H 2.39 -0.15 7.05  0.122
H 1.24 1.82 5.92  0.130
H 0.43 0.39 5.43  0.101
H -0.07 2.49 3.80  0.100
H 0.69 1.09 3.07  0.077
H 2.16 3.53 4.10  0.141
H 1.60 3.19 2.42  0.108
H 3.99 2.32 2.63  0.122
H 2.81 1.10 2.35  0.117
H 4.09 1.90 4.87  0.149
H 4.48 0.50 3.92  0.144
H 2.23 -0.85 3.32  0.084
H 1.70 -1.55 4.89  0.097
H 3.47 -1.56 4.48  0.088
C -8.79 1.22 -2.76  -0.075
C -7.74 0.86 -1.73  -0.237
C -6.98 -0.40 -2.01  -0.105
N -6.34 -1.14 -0.79  -0.227
C -5.54 -2.37 -1.29  -0.099
C -4.24 -1.96 -1.95  -0.138
C -3.33 -1.03 -1.05  -0.138
C -4.15 0.14 -0.49  -0.156
C -5.45 -0.34 0.19  -0.100
C -7.44 -1.67 0.16  0.026
H -9.70 0.61 -2.70  0.092
H -8.41 1.13 -3.77  0.086
H -9.21 2.21 -2.60  0.092
H -8.34 0.63 -0.85  0.110
H -6.98 1.63 -1.60  0.117
H -6.12 -0.10 -2.61  0.123
H -7.60 -1.23 -2.35  0.140
H -6.22 -2.77 -2.04  0.135
H -5.51 -3.09 -0.48  0.136
H -4.59 -1.40 -2.82  0.107
H -3.79 -2.86 -2.35  0.116
H -2.54 -0.73 -1.74  0.089
H -2.84 -1.52 -0.20  0.085
H -4.48 0.90 -1.20  0.106
H -3.60 0.67 0.30  0.089
H -6.01 0.51 0.59  0.135
H -5.20 -1.05 0.97  0.125
H -7.89 -0.87 0.76  0.103
H -6.97 -2.34 0.88  0.102
H -8.23 -2.17 -0.40  0.120
C -1.44 6.28 -4.40  -0.051
C -0.82 5.06 -3.67  -0.236
C -1.72 4.49 -2.58  -0.094
N -1.02 3.53 -1.52  -0.206
C -2.07 2.90 -0.62  -0.115
C -2.57 3.93 0.42  -0.163
C -1.41 4.51 1.28  -0.127
C -0.33 5.19 0.30  -0.112
C 0.17 4.15 -0.74  -0.078
C -0.28 2.42 -2.26  0.003
H -2.08 6.86 -3.74  0.081
H -2.14 5.84 -5.12  0.076
H -0.72 6.84 -5.00  0.092
H 0.15 5.25 -3.22  0.107
H -0.66 4.23 -4.36  0.096
H -2.43 3.90 -3.17  0.131
H -2.16 5.32 -2.05  0.123
H -2.80 2.60 -1.37  0.117
H -1.61 2.14 0.01  0.109
H -3.13 4.74 -0.03  0.111
H -3.37 3.43 0.96  0.097
H -1.61 5.12 2.16  0.119
H -0.87 3.64 1.64  0.076
H -0.69 6.09 -0.20  0.114
H 0.49 5.63 0.87  0.117
H 0.93 4.50 -1.44  0.132
H 0.56 3.37 -0.09  0.117
H 0.60 2.84 -2.75  0.093
H -0.92 1.92 -2.98  0.098
H -0.06 1.67 -1.49  0.069
C -1.13 -2.02 -3.87  -0.091
C -0.02 -2.19 -4.92  -0.199
C -0.38 -1.45 -6.25  -0.097
N 0.82 -1.23 -7.15  -0.213
C 1.95 -0.23 -6.69  -0.071
C 1.44 1.21 -6.59  -0.150
C 0.66 1.76 -7.84  -0.140
C -0.27 0.67 -8.44  -0.161
C 0.29 -0.78 -8.54  -0.102
C 1.58 -2.59 -7.53  0.048
H -1.95 -2.69 -4.12  0.080
H -1.52 -1.00 -3.80  0.068
H -0.83 -2.43 -2.90  0.046
H 0.11 -3.26 -5.10  0.107
H 0.93 -1.88 -4.49  0.094
H -0.84 -0.48 -6.02  0.120
H -1.01 -2.00 -6.94  0.139
H 2.45 -0.55 -5.78  0.119
H 2.67 -0.24 -7.52  0.136
H 0.82 1.35 -5.70  0.095
H 2.31 1.86 -6.52  0.123
H 0.05 2.64 -7.64  0.114
H 1.32 2.05 -8.66  0.119
H -1.21 0.72 -7.89  0.104
H -0.53 0.79 -9.49  0.126
H -0.45 -1.46 -8.95  0.138
H 1.10 -0.77 -9.27  0.138
H 2.45 -2.48 -8.18  0.114
H 0.88 -3.38 -7.80  0.114
H 2.08 -2.92 -6.62  0.081
C 6.96 -3.67 -1.61  -0.062
C 6.34 -2.33 -2.01  -0.234
C 6.37 -1.37 -0.84  -0.087
N 5.53 -0.02 -0.97  -0.196
C 5.99 0.78 -2.21  -0.062
C 5.08 2.00 -2.49  -0.146
C 3.63 1.63 -2.63  -0.159
C 3.07 0.74 -1.43  -0.161
C 4.03 -0.39 -1.12  -0.116
C 5.67 0.77 0.39  0.068
H 7.03 -4.30 -2.50  0.080
H 6.29 -4.25 -0.98  0.072
H 7.89 -3.58 -1.04  0.094
H 5.30 -2.51 -2.29  0.062
H 6.70 -1.86 -2.93  0.108
H 7.39 -1.07 -0.61  0.142
H 6.04 -1.78 0.12  0.110
H 5.85 0.07 -3.03  0.114
H 7.03 0.81 -1.90  0.142
H 5.44 2.46 -3.41  0.133
H 5.22 2.71 -1.67  0.103
H 3.56 1.07 -3.56  0.092
H 3.02 2.52 -2.76  0.100
H 2.12 0.27 -1.69  0.079
H 2.86 1.32 -0.54  0.096
H 3.86 -1.03 -1.99  0.102
H 3.64 -0.88 -0.23  0.130
H 4.88 1.51 0.41  0.056
H 6.60 1.34 0.43  0.121
H 5.54 0.01 1.17  0.094
C -7.05 2.21 6.20  -0.059
C -5.55 2.19 5.71  -0.217
C -5.04 0.75 5.78  -0.094
N -3.45 0.66 5.76  -0.197
C -2.97 -0.80 5.62  -0.073
C -3.17 -1.37 4.15  -0.127
C -2.52 -0.40 3.10  -0.191
C -3.05 1.00 3.29  -0.170
C -2.76 1.57 4.67  -0.068
C -2.92 1.08 7.19  0.057
H -7.59 1.46 5.62  0.071
H -7.53 3.17 6.08  0.086
H -7.23 1.86 7.22  0.086
H -5.01 2.91 6.32  0.105
H -5.34 2.58 4.71  0.101
H -5.49 0.17 4.98  0.124
H -5.27 0.30 6.75  0.129
H -3.53 -1.45 6.30  0.140
H -1.89 -0.90 5.76  0.121
H -4.21 -1.60 3.90  0.103
H -2.64 -2.31 4.03  0.093
H -2.51 -0.63 2.04  0.084
H -1.45 -0.46 3.30  0.101
H -4.12 0.94 3.11  0.109
H -2.63 1.63 2.50  0.105
H -3.08 2.59 4.89  0.127
H -1.68 1.58 4.80  0.099
H -3.14 2.15 7.18  0.096
H -1.87 0.82 7.34  0.103
H -3.53 0.64 7.98  0.112
C 2.98 -3.94 -3.26  -0.093
C 2.63 -4.13 -1.78  -0.197
C 1.17 -3.68 -1.45  -0.114
N 0.60 -4.23 -0.11  -0.202
C -0.68 -3.41 0.20  -0.089
C -1.27 -3.71 1.63  -0.149
C -0.25 -3.45 2.71  -0.210
C 1.07 -4.21 2.43  -0.123
C 1.64 -3.83 1.00  -0.058
C 0.33 -5.77 -0.16  0.083
H 3.92 -4.43 -3.51  0.085
H 3.25 -2.90 -3.45  0.052
H 2.30 -4.33 -4.02  0.069
H 3.36 -3.54 -1.23  0.096
H 2.84 -5.15 -1.46  0.117
H 0.56 -4.07 -2.25  0.109
H 1.05 -2.60 -1.43  0.107
H -0.46 -2.34 0.20  0.061
H -1.35 -3.53 -0.66  0.114
H -2.14 -3.11 1.88  0.089
H -1.59 -4.75 1.66  0.108
H -0.04 -2.38 2.71  0.085
H -0.49 -3.74 3.73  0.118
H 1.82 -3.88 3.14  0.108
H 0.97 -5.27 2.69  0.123
H 2.08 -2.83 0.99  0.130
H 2.51 -4.46 0.84  0.102
H 1.31 -6.23 -0.05  0.111
H -0.27 -5.98 -1.04  0.113
H -0.15 -5.95 0.81  0.085
O 4.59 -4.86 2.29  0.056
C 5.37 -3.79 2.33  -0.868
O 6.59 -4.09 2.19  -0.041
O 4.84 -2.64 2.29  -0.094
H 5.34 -5.43 2.11  0.099
O 4.36 3.77 0.64  0.050
C 4.19 4.97 0.11  -0.965
O 3.35 5.67 0.65  0.003
O 4.98 5.30 -0.78  -0.009
H 3.59 4.11 1.09  0.036